[1]
ORCA calculation (the ωB97M-V functional and the def2-TZVPD basis) on C17H14N5O8S2W as an isolated structure at a distorted geometry.

Structure (XYZ):
```
47
Properties=species:S:1:pos:R:3:nbo_charge:R:1
W 0.9180 -0.8932 -0.3481 2.00
C -0.3001 1.1574 3.4185 -0.65
C -0.2597 0.3489 2.1605 0.12
N 0.8509 0.2102 1.4398 -0.32
N 1.9405 0.9277 1.9275 -0.47
C 3.1882 0.3479 1.8303 0.27
N 4.2114 1.2444 1.8395 -0.80
S 3.3676 -1.2807 1.7760 -0.07
C -1.3404 -0.3630 1.6337 0.13
C -2.6452 -0.3858 2.1774 -0.22
C -3.5987 -1.1698 1.6174 -0.18
C -3.2648 -1.9540 0.4949 -0.28
C -2.0025 -1.8845 -0.0053 0.08
N -1.0452 -1.0934 0.5195 -0.48
H 0.6178 1.0059 3.9847 0.24
H -1.1408 0.8581 4.0407 0.22
H -0.3936 2.2302 3.2170 0.21
H 1.8870 1.9103 1.6936 0.38
H 4.0547 2.0954 1.3158 0.38
H 5.0907 0.8051 1.6135 0.41
H -2.8718 0.2236 3.0405 0.21
H -4.6001 -1.1880 2.0297 0.21
H -3.9861 -2.6042 0.0212 0.22
H -1.7183 -2.4485 -0.8792 0.24
O 0.8666 -4.0510 -2.6798 -0.53
C 0.7926 -3.3368 -1.7332 0.70
O 0.2782 -2.0870 -1.7479 -0.75
C 1.1794 -3.7368 -0.2790 0.68
O 1.5863 -4.8252 0.0199 -0.57
O 0.9092 -2.7451 0.5347 -0.72
O 4.3466 0.0186 -2.0287 -0.94
S 2.9792 -0.3272 -1.8096 2.56
O 2.3448 0.5484 -0.6713 -0.95
O 2.7510 -1.6659 -1.1193 -0.94
O 2.0628 -0.2322 -2.9235 -0.94
N -3.2936 4.4403 -3.7181 -0.36
C -2.6671 3.6278 -3.1979 0.31
C -1.8824 2.6106 -2.5448 -0.22
C -1.7288 1.3523 -3.1260 -0.18
C -0.9665 0.3859 -2.4967 -0.15
C -0.3132 0.6201 -1.2789 -0.28
C -0.4942 1.8870 -0.7230 -0.24
C -1.2583 2.8692 -1.3317 -0.16
H -2.2092 1.1438 -4.0740 0.21
H -0.8548 -0.5757 -2.9774 0.23
H -0.0167 2.1370 0.2160 0.19
H -1.3714 3.8417 -0.8688 0.21
```

Summary:
DFT total energy   -2395.56812 hartree
Gap between HOMO and LUMO (alpha / beta)   5.94 / 5.94 eV
Total charge   -1
Largest force on an atom   3.3 eV Å⁻¹
HOMO (alpha / beta)   -0.1571 / -0.1579 Eh

***

[2]
ORCA calculation (the ωB97M-V functional and the def2-TZVPD basis) on C6H9F5O7SV as an isolated structure at a distorted geometry.

Structure (XYZ):
```
29
Properties=species:S:1:pos:R:3:nbo_charge:R:1
O -1.3066 1.2811 -1.8323 -0.56
V -1.5408 -0.3188 -1.7118 1.67
F -1.2417 -2.5916 -1.3340 -0.77
F -2.6600 -0.6168 -3.5425 -0.70
C -3.8949 0.1043 0.7352 -0.31
O -3.1028 -0.7867 -0.0538 -0.25
H -4.9111 -0.2832 0.6625 0.19
H -3.5542 0.4214 1.7208 0.20
H -3.8097 0.9075 0.0033 0.25
C 2.6626 -1.4734 -2.0536 0.74
F 3.8264 -1.7903 -2.6739 -0.33
F 2.3883 -2.2840 -1.1017 -0.30
F 2.6935 -0.2436 -1.6242 -0.31
S 1.2127 -1.7412 -3.2402 2.30
O 0.2206 -0.7522 -2.7910 -0.97
O 1.6514 -1.2842 -4.5171 -0.99
O 0.8163 -3.2060 -3.2250 -0.91
O -0.0219 -0.0120 0.0217 -0.56
C 0.4964 0.5267 0.9782 0.83
O 1.7592 0.4651 1.2754 -0.45
C 2.1579 1.1911 2.4634 -0.07
C 0.8297 1.4709 3.1248 -0.42
C -0.0964 1.4598 1.9593 -0.53
H 2.6173 2.1458 2.2072 0.19
H 2.8029 0.5646 3.0795 0.20
H 0.7167 2.3657 3.7369 0.22
H 0.5447 0.6626 3.7982 0.20
H -0.1530 2.4788 1.5765 0.24
H -1.1035 1.3383 2.3582 0.23
```

Summary:
DFT total energy   -2602.22311 hartree
Gap between HOMO and LUMO (alpha / beta)   7.56 / 5.19 eV
Total charge   -1
<S²>   2.04
Largest force on an atom   4.5 eV Å⁻¹
Spin multiplicity   3
HOMO (alpha / beta)   -0.2031 / -0.2031 Eh

***

[3]
ORCA calculation (the ωB97M-V functional and the def2-TZVPD basis) on a 2-piece molecular cluster, C3H7NO2 overall at a distorted geometry.

Structure (XYZ):
```
13
Properties=species:S:1:pos:R:3:nbo_charge:R:1
C -1.0246 -0.1812 -0.4962 -0.42
C -0.5862 1.2760 -0.2020 -0.29
C -0.0383 -0.5158 0.6574 -0.31
N 0.1993 0.8318 0.9249 -0.23
O 2.5875 -0.5258 -0.0084 -0.37
O 2.5261 0.8084 -0.1673 -0.13
H -2.0216 -0.3452 -0.3464 0.20
H -0.7216 -0.6868 -1.4054 0.20
H -0.1668 1.6000 -1.1033 0.22
H -1.4766 1.8580 0.0118 0.20
H -0.4344 -1.0713 1.6336 0.21
H 0.7564 -1.2828 0.3130 0.24
H 2.8648 -0.8466 0.8553 0.46
```

Summary:
DFT total energy   -323.45578 hartree
Gap between HOMO and LUMO (alpha / beta)   9.28 / 8.37 eV
Total charge   0
Largest force on an atom   4.2 eV Å⁻¹
HOMO (alpha / beta)   -0.3494 / -0.3339 Eh

***

[4]
ORCA calculation (the ωB97M-V functional and the def2-TZVPD basis) on H12O6 as an isolated structure at a distorted geometry.

Structure (XYZ):
```
18
Properties=species:S:1:pos:R:3:nbo_charge:R:1
O 0.8309 -2.0460 -0.5825 -0.79
H 0.9048 -2.9626 -0.8484 0.52
H -0.0823 -1.9471 -0.3135 0.50
O -0.3015 -0.2477 1.8932 -0.99
H -0.3007 0.1057 1.0036 0.40
H -0.9407 0.2876 2.3635 0.44
O -0.0912 0.5785 0.0957 -0.79
H 0.3315 -0.1366 -0.3799 0.52
H -0.7287 0.9345 -0.5231 0.53
O 1.1556 1.2804 1.4638 -0.99
H 0.4509 1.0959 0.8428 0.41
H 1.5196 2.1163 1.1723 0.42
O -2.6051 1.1241 -0.3522 -0.94
H -2.7113 1.8353 -0.9839 0.48
H -2.4914 1.5657 0.4894 0.48
O 1.5290 -1.1849 -2.1375 -1.05
H 2.3883 -0.8614 -1.8671 0.44
H 1.1423 -1.5377 -1.3361 0.40
```

Summary:
DFT total energy   -458.24760 hartree
Gap between HOMO and LUMO   8.83 eV
Total charge   0
Largest force on an atom   17.8 eV Å⁻¹
HOMO   -0.3263 Eh

***

[5]
ORCA calculation (the ωB97M-V functional and the def2-TZVPD basis) on a 2-piece molecular cluster, C2H10N2S2 overall.

Structure (XYZ):
```
16
Properties=species:S:1:pos:R:3:nbo_charge:R:1
C 1.9803 0.4871 -0.8398 -0.75
S 1.9874 -1.0440 -1.8127 0.08
S 3.7567 -1.9022 -1.1214 -0.14
H 2.0525 0.2999 0.2253 0.22
H 1.0194 0.9686 -1.0081 0.23
H 2.7844 1.1153 -1.2293 0.22
H 4.4823 -1.4778 -2.1664 0.13
N -2.5468 -0.7559 1.3144 -0.84
C -1.9346 0.5779 1.2016 -0.06
N -1.7002 0.9744 -0.1779 -0.82
H -2.8850 -0.8751 2.2671 0.35
H -1.8144 -1.4574 1.2629 0.35
H -2.6412 1.2898 1.6311 0.17
H -0.9823 0.6884 1.7158 0.16
H -2.5373 0.8022 -0.7250 0.36
H -1.0211 0.3088 -0.5378 0.34
```

Summary:
SMILES   CSS.NCN
DFT total energy   -988.06630 hartree
Gap between HOMO and LUMO   9.68 eV
Total charge   0
Largest force on an atom   0.8 eV Å⁻¹
HOMO   -0.3373 Eh

***

[6]
ORCA calculation (the ωB97M-V functional and the def2-TZVPD basis) on a 4-piece molecular cluster, C4H13NO3 overall at a distorted geometry.

Structure (XYZ):
```
21
Properties=species:S:1:pos:R:3:nbo_charge:R:1
C 0.3965 -0.1303 -1.3354 -0.32
N -0.0291 0.1405 0.1219 -0.57
C 1.0987 2.3383 -1.5819 -0.68
C 0.0749 -1.0348 0.9394 -0.09
C -1.1095 -1.3931 1.5720 0.29
O -1.3759 -2.3601 2.3878 -0.56
H 1.3444 -0.5804 -1.3993 0.20
H 0.4857 0.9237 -1.7950 0.21
H -0.3448 -0.8484 -1.7418 0.21
H 0.4546 0.9599 0.3850 0.37
H 2.0664 2.2749 -1.1179 0.21
H 0.5868 3.1737 -0.9409 0.22
H 1.2337 2.5416 -2.6301 0.22
H 0.9841 -1.5684 0.5918 0.21
H -1.9426 -0.7280 1.3648 0.16
H -0.8630 2.8350 -1.2623 0.46
H -2.1109 2.0721 -1.1516 0.46
O -1.8030 2.9739 -0.9952 -0.93
H -0.0702 -3.2422 2.4609 0.48
H 0.2415 -4.4163 3.4191 0.46
O 0.6817 -3.9316 2.7088 -1.01
```

Summary:
DFT total energy   -440.39727 hartree
Gap between HOMO and LUMO   4.64 eV
Total charge   0
Largest force on an atom   5.4 eV Å⁻¹
HOMO   -0.3030 Eh

***

Calculated energy above the lowest of the compared OMol25 structures with the same formula, charge and spin in order - 106.88 107.60 853.78 1115.51 22.61 834.73 kJ/mol